(1)
C10H11N2S2 | ωB97M-V/def2-TZVPD

Its frontier orbital gap (alpha / beta) is 6.18 / 6.17 eV. The total charge is +1. The largest force on an atom is 4.963 eV/A. As for the energy relative to the best compared isomer or geometry (same formula, charge and spin): 94.05 kcal/mol. As for the electronic energy: -1293.0918 hartree.

CARTESIAN COORDINATES (ANGSTROEM)
C (-2.293890, 2.477550, -2.808111)
C (-1.432710, 1.484554, -3.287313)
C (-2.453304, 2.672184, -1.449795)
C (-0.717263, 0.773169, -2.334945)
C (-1.965834, 1.804699, -0.524215)
C (-0.665704, -0.778163, 1.047924)
C (-0.988429, 0.910384, -0.904086)
C (-0.150490, -0.004243, 0.010562)
C (1.223315, -2.987710, 1.628981)
C (2.679191, -3.076624, 4.200741)
N (1.144617, -0.063979, -0.205622)
N (1.802178, 0.538618, -1.086721)
S (-0.075753, -1.970846, 2.115072)
S (2.225629, -3.832841, 2.610508)
H (-3.010645, 2.929647, -3.550738)
H (-1.087308, 1.400892, -4.347705)
H (-3.155917, 3.347558, -0.981680)
H (0.162539, 0.237249, -2.804016)
H (-2.226420, 1.797978, 0.510491)
H (-1.655751, -0.623191, 1.277456)
H (3.616295, -3.568795, 4.563745)
H (1.844510, -3.229833, 4.929490)
H (2.821333, -1.939292, 4.100023)
H (1.488689, 1.167990, -1.723903)
H (2.871123, 0.533046, -0.986145)

Cartesian forces, eV/Å:
C -1.5 0.0 -1.6
C 1.0 0.6 0.4
C -2.0 0.3 0.1
C 1.0 0.0 0.5
C 2.1 -1.3 0.5
C 2.5 -1.2 -0.6
C 1.2 -1.9 -2.0
C -1.0 1.3 -1.5
C 0.0 -0.1 -0.1
C -0.6 1.5 1.0
N 0.9 -1.4 1.5
N 4.4 -1.4 1.9
S 0.0 0.7 0.4
S 0.1 0.7 -0.9
H 1.2 0.2 1.0
H -1.0 0.0 1.0
H -0.2 0.5 -0.8
H -1.4 -0.1 1.2
H -0.3 0.6 0.6
H -2.3 0.4 0.7
H -0.9 0.4 -0.4
H 0.8 0.0 -0.4
H -0.1 -1.8 0.0
H -1.8 2.3 -2.2
H -2.3 -0.3 0.0

(2)
C10H11N3S2 | ωB97M-V/def2-TZVPD

Its frontier orbital gap is 4.77 eV. The total charge is 0. The largest force on an atom is 3.007 eV/A. As for the energy relative to the best compared isomer or geometry (same formula, charge and spin): 67.61 kcal/mol. As for the electronic energy: -1348.1810 hartree.

CARTESIAN COORDINATES (ANGSTROEM)
C (-3.474880, -2.463218, -0.000045)
C (-2.367857, -1.610374, -0.000032)
C (-1.095427, -2.198186, -0.000030)
C (-0.951672, -3.621386, -0.000042)
C (-2.073105, -4.466448, -0.000059)
C (-3.332961, -3.866996, -0.000054)
N (0.407491, -3.889551, -0.000024)
N (1.043956, -2.704223, -0.000003)
N (0.185782, -1.662261, -0.000007)
H (-4.481422, -2.040524, -0.000047)
H (-2.415349, -0.525114, -0.000023)
H (-1.908386, -5.542338, -0.000072)
H (-4.235783, -4.485032, -0.000059)
C (1.766857, 4.104746, 0.000052)
C (2.203588, 3.386776, -1.261933)
S (1.568829, 1.695234, -1.501165)
C (1.290928, 1.000213, 0.000017)
S (1.568932, 1.695181, 1.501204)
C (2.203609, 3.386772, 1.262028)
H (2.242881, 5.092836, 0.000041)
H (0.683671, 4.252798, 0.000057)
H (1.820598, 3.925056, -2.141616)
H (3.297127, 3.322346, -1.330096)
H (0.934855, -0.033756, 0.000010)
H (3.297155, 3.322410, 1.330202)
H (1.820578, 3.925028, 2.141707)

Cartesian forces, eV/Å:
C 0.3 0.7 0.0
C 0.0 -0.4 0.0
C 0.9 -0.8 0.0
C 0.9 1.2 0.0
C -0.1 0.3 0.0
C 0.5 -0.4 0.0
N 0.1 1.4 0.0
N -1.6 -0.9 0.0
N -0.5 -0.8 0.0
H 0.3 -0.1 0.0
H -0.4 -0.1 0.0
H -0.3 0.2 0.0
H 0.3 0.2 0.0
C -0.1 -0.2 0.0
C 0.0 0.0 -0.2
S -0.3 -0.5 0.3
C 1.4 2.7 0.0
S -0.3 -0.5 -0.3
C 0.0 0.0 0.2
H -0.2 -0.1 0.0
H 0.1 0.0 0.0
H 0.2 -0.2 0.2
H -0.3 0.1 0.0
H -0.9 -1.6 0.0
H -0.3 0.1 0.0
H 0.2 -0.2 -0.2

(3)
C10H11N4PtS2 | ωB97M-V/def2-TZVPD

Its frontier orbital gap (alpha / beta) is 8.47 / 5.37 eV. The total charge is +3. The spin multiplicity is 5. Its expectation value of S² is 6.051. The largest force on an atom is 0.558 eV/A. As for the electronic energy: -1521.1799 hartree.

CARTESIAN COORDINATES (ANGSTROEM)
Pt (0.012544, -1.310208, -0.171164)
N (2.229603, -1.971004, -0.377028)
N (2.979494, -1.748832, 0.797846)
C (2.376936, -1.642529, 1.974951)
N (3.044726, -1.521276, 3.090264)
S (0.608230, -1.690590, 2.055852)
H (2.247342, -2.969393, -0.600820)
H (2.687887, -1.480752, -1.145705)
H (3.993981, -1.766464, 0.726148)
H (4.060142, -1.509013, 3.133838)
H (2.562362, -1.477445, 3.981735)
S (-4.079265, 0.433674, -1.009228)
C (-4.192684, -1.235557, -1.049854)
C (-2.953263, -1.909957, -0.857345)
C (-1.920001, -1.019375, -0.660503)
C (-2.364238, 0.314879, -0.732480)
C (-1.436849, 1.385293, -0.674806)
C (-1.763886, 2.731166, -0.829639)
C (-0.750343, 3.682709, -0.827657)
C (0.555612, 3.259750, -0.684754)
C (0.822130, 1.892514, -0.522089)
N (-0.135364, 0.985727, -0.506708)
H (-5.153450, -1.713569, -1.204969)
H (-2.873904, -2.987717, -0.897965)
H (-2.798710, 3.024213, -0.960309)
H (-0.982239, 4.733252, -0.943539)
H (1.379985, 3.959667, -0.694049)
H (1.843214, 1.550834, -0.410030)

Cartesian forces, eV/Å:
Pt 0.4 0.0 0.1
N 0.0 0.0 0.0
N 0.0 0.0 0.0
C 0.1 0.1 0.1
N 0.0 0.0 0.0
S -0.2 0.2 -0.5
H 0.1 0.0 0.0
H 0.0 0.0 0.0
H 0.0 -0.1 0.0
H 0.0 0.0 0.0
H 0.0 0.0 0.0
S 0.0 0.1 0.0
C 0.0 -0.2 0.0
C -0.1 0.0 -0.1
C -0.1 -0.3 0.3
C -0.2 0.1 -0.1
C 0.2 0.1 0.0
C 0.0 0.0 0.0
C 0.0 0.0 0.0
C 0.1 -0.1 0.0
C 0.0 0.1 0.0
N -0.1 -0.2 0.2
H 0.0 0.0 0.0
H -0.1 0.0 0.1
H 0.0 0.0 0.0
H 0.0 0.0 0.0
H 0.0 0.0 0.0
H 0.0 0.0 0.0